1.
{"formula": "C30H50BF5N3O8S", "method": "ωB97M-V/def2-TZVPD", "symbols": ["C", "C", "C", "O", "O", "C", "C", "C", "C", "C", "C", "C", "C", "N", "C", "C", "C", "C", "C", "B", "O", "O", "N", "C", "S", "C", "C", "C", "N", "C", "F", "F", "C", "F", "F", "F", "H", "H", "H", "H", "H", "H", "H", "H", "H", "H", "H", "H", "H", "H", "H", "H", "H", "H", "H", "H", "H", "H", "H", "H", "H", "H", "H", "H", "H", "H", "H", "H", "H", "H", "O", "C", "O", "C", "C", "C", "H", "H", "H", "H", "H", "H", "H", "H", "O", "C", "O", "C", "C", "C", "H", "H", "H", "H", "H", "H", "H", "H"], "coordinates": [[5.04905, -2.19816, -0.56439], [3.62158, -1.52574, -0.40082], [3.63489, 0.01978, -0.58945], [4.58472, 0.58942, -1.03923], [2.54490, 0.86485, -0.20673], [2.58173, 0.91706, 1.23313], [1.27074, 1.48747, 1.89870], [-0.01721, 1.42149, 1.00373], [-0.53210, -0.00544, 0.47044], [0.09628, -1.22762, 1.27945], [-0.63803, -2.59808, 1.00991], [-0.84478, -3.48516, 2.30460], [-2.35349, -3.37369, 2.76085], [-3.30781, -3.87801, 1.77898], [-3.51023, -5.14327, 1.24852], [-4.61619, -5.19968, 0.30045], [-5.12054, -3.78113, 0.26783], [-4.26285, -3.06039, 1.17236], [-0.16790, -0.30062, -1.05019], [-1.39956, -0.86576, -1.92480], [-2.22669, -0.00566, -2.69974], [-1.77270, -2.21696, -1.94851], [-1.99570, 0.12735, 0.73828], [-2.51194, 1.23405, 1.19150], [-4.29414, 1.40767, 1.46819], [-1.31969, 2.22710, 1.40212], [-1.36543, 3.47810, 0.38460], [-2.09431, 3.11854, -0.98499], [-3.54859, 3.44921, -0.91350], [-1.41306, 2.95353, 2.79650], [-2.64994, 3.54306, 3.01880], [-0.51314, 4.01273, 2.81178], [-1.12011, 2.04691, 4.07248], [0.08716, 2.43032, 4.60085], [-2.04113, 2.33828, 5.04223], [-1.10023, 0.70652, 3.82560], [5.88481, -1.46409, -0.59346], [5.06180, -2.89270, -1.45198], [5.24454, -2.85822, 0.32488], [2.89495, -2.05757, -1.08101], [3.28118, -1.79732, 0.64096], [3.41696, 1.62794, 1.50822], [2.83361, -0.05043, 1.73709], [1.17125, 0.99837, 2.90296], [1.46496, 2.57835, 2.11340], [0.31953, 1.90769, 0.05590], [1.14491, -1.34363, 0.88672], [0.22485, -0.98792, 2.37350], [-1.64507, -2.39338, 0.56719], [-0.06537, -3.22610, 0.27161], [-0.66876, -4.55838, 2.01212], [-0.11689, -3.27052, 3.13065], [-2.46043, -3.89875, 3.74427], [-2.56807, -2.27525, 2.90215], [-2.90117, -6.03503, 1.51576], [-5.00438, -6.07928, -0.24631], [-5.97310, -3.42878, -0.34800], [-4.46180, -1.97116, 1.27949], [0.21041, 0.61803, -1.58847], [0.66702, -1.04960, -1.15204], [-1.69415, 0.70481, -3.09914], [-2.32883, -2.36890, -2.73522], [-2.72903, -0.59235, 0.60756], [-4.50837, 0.69822, 2.63087], [-1.95939, 4.33532, 0.81126], [-0.33777, 3.90469, 0.21173], [-1.67075, 3.83966, -1.74286], [-1.89521, 2.07343, -1.32980], [-3.79578, 4.13529, -1.62826], [-4.12260, 2.62528, -1.09537], [6.58635, -1.61894, 1.86094], [7.67480, -2.06794, 1.60244], [7.85002, -3.40059, 1.55465], [9.04135, -4.03910, 1.07610], [10.08186, -4.15132, 2.17146], [8.86333, -1.16407, 1.41067], [9.42372, -3.53840, 0.18423], [8.74266, -5.03996, 0.76153], [10.39900, -3.16945, 2.52645], [10.96082, -4.68942, 1.81325], [9.67070, -4.68185, 3.03206], [9.27514, -0.90868, 2.38756], [8.52662, -0.25461, 0.91355], [9.64457, -1.58721, 0.78363], [-3.31013, 3.10588, -4.29488], [-4.12672, 3.90635, -4.67910], [-5.26717, 4.07792, -3.98516], [-6.21534, 5.12548, -4.23955], [-7.18571, 4.73331, -5.33451], [-3.93103, 4.66031, -5.96687], [-5.70948, 6.07075, -4.44628], [-6.76479, 5.26903, -3.30813], [-6.67414, 4.56540, -6.28351], [-7.93625, 5.51157, -5.47984], [-7.69081, 3.80062, -5.07743], [-4.25496, 4.03236, -6.79746], [-2.87014, 4.88273, -6.07703], [-4.45173, 5.61410, -6.00469]], "lowdin_charge": [-0.0870, -0.1259, -0.4157, 0.1541, -0.0594, -0.1689, -0.0874, -0.1255, -0.2721, -0.0911, -0.1557, -0.1499, -0.1449, -0.1357, -0.0946, -0.0533, -0.0711, -0.1459, 0.0087, -0.5830, 0.1123, 0.1375, 0.1611, -0.4136, 0.8909, -0.2046, -0.0845, -0.2269, 0.0087, -0.3155, 0.0838, 0.1018, -0.4312, 0.1344, 0.1457, 0.1415, 0.0727, 0.0853, 0.0699, 0.1195, 0.1042, 0.1482, 0.1216, 0.1104, 0.1334, 0.1302, 0.0954, 0.1204, 0.0807, 0.1307, 0.1120, 0.1189, 0.1324, 0.1223, 0.1192, 0.0904, 0.0922, 0.0869, 0.1280, 0.1154, 0.0992, 0.1228, 0.1400, -0.0691, 0.1286, 0.1369, 0.1286, 0.0913, 0.0626, 0.0479, 0.0731, -0.5342, -0.0022, -0.2289, -0.0630, 0.0183, 0.1155, 0.1239, 0.0686, 0.0849, 0.0857, 0.1004, 0.0942, 0.0722, 0.0847, -0.5273, -0.0137, -0.2283, -0.0611, 0.0171, 0.1163, 0.1241, 0.0699, 0.0867, 0.0864, 0.1026, 0.0947, 0.0732], "homo_ev": -10.31, "charge": 1, "gap_ev": 6.13, "lumo_energy_ha": -0.1536, "de_lowest_ev": 2.3337}



2.
{"formula": "C4H5N3O", "method": "ωB97M-V/def2-TZVPD", "symbols": ["C", "C", "C", "C", "H", "H", "H", "H", "H", "N", "N", "N", "O"], "coordinates": [[0.19818, -0.78278, -0.73232], [-0.59954, 0.38331, -0.20874], [-2.01576, 0.05992, 0.10187], [-3.15944, -0.23759, 0.26080], [2.90019, -0.77990, 0.84668], [1.45274, -0.09379, 1.39251], [-0.27673, -1.40514, -1.49843], [1.59202, 1.21291, -0.32207], [-4.20681, -0.45842, 0.23838], [2.02864, -0.37022, 0.59513], [1.37797, -1.16069, -0.32738], [-0.29598, 1.63231, -0.05410], [1.00453, 2.00007, -0.29233]], "nbo_charge": [-0.0252, 0.0028, -0.0508, -0.1878, 0.3856, 0.3714, 0.2210, 0.4727, 0.2401, -0.6750, -0.2010, -0.0196, -0.5344], "homo_ev": -9.54, "smiles": "C#CC(/C=N\\N)=N/O", "gap_ev": 9.71, "lumo_energy_ha": 0.0062, "de_lowest_ev": 5.8903}



3.
{"formula": "C3H3ClI2O", "method": "ωB97M-V/def2-TZVPD", "symbols": ["C", "C", "C", "O", "Cl", "I", "I", "H", "H", "H"], "coordinates": [[-0.75631, -0.88003, -1.82373], [1.20463, 0.30757, 0.82502], [-0.24919, 0.19867, 0.67146], [-0.27166, -0.35465, -2.75517], [-1.85422, -2.10312, -1.54153], [-1.07447, 2.12290, 0.04223], [-1.55341, -0.87337, 1.88242], [1.21987, 1.06601, 1.65371], [1.50148, 1.05937, -0.01123], [1.83329, -0.54335, 1.05681]], "nbo_charge": [0.4678, -0.7789, -0.3797, -0.4724, 0.0547, 0.1350, 0.2393, 0.2298, 0.2547, 0.2497], "homo_ev": [-8.02, -8.40], "gap_ev": [7.51, 7.86], "lumo_energy_ha": [-0.0190, -0.0201], "de_lowest_ev": 3.2759}



4.
{"formula": "C8H18CrO11P2", "method": "ωB97M-V/def2-TZVPD", "symbols": ["Cr", "C", "C", "O", "C", "C", "O", "C", "C", "O", "C", "C", "O", "H", "H", "H", "H", "H", "H", "H", "H", "H", "H", "H", "H", "H", "H", "H", "H", "O", "P", "O", "O", "O", "P", "O", "O", "O", "H", "H"], "coordinates": [[-0.40850, -0.77890, 0.03850], [1.45140, 0.52240, 2.58360], [2.21720, -0.42890, 1.66240], [1.81210, -0.27420, 0.31030], [2.50990, 0.72650, -0.43030], [1.48520, 1.52030, -1.23570], [0.48960, 1.88010, -0.29520], [-0.68500, 2.44980, -0.83910], [-1.78490, 2.21570, 0.19590], [-1.72160, 0.86350, 0.65230], [-2.09380, 0.70510, 2.01170], [-0.88990, 1.02820, 2.90050], [0.10570, 0.09780, 2.53440], [1.54350, 1.56170, 2.23790], [1.84310, 0.44030, 3.60640], [1.92000, -1.44690, 1.93330], [3.29850, -0.29810, 1.75730], [3.23090, 0.23820, -1.09780], [3.04040, 1.39380, 0.25510], [1.04780, 0.88870, -2.01750], [1.94210, 2.41080, -1.68790], [-0.95250, 1.94740, -1.77320], [-0.54650, 3.52550, -1.01900], [-2.76760, 2.39340, -0.25730], [-1.64930, 2.89660, 1.04360], [-2.33850, -0.35310, 2.12930], [-2.95800, 1.33330, 2.24880], [-1.15000, 0.92000, 3.96100], [-0.54300, 2.05360, 2.71580], [-3.07960, -1.33640, -2.87780], [-1.86580, -1.39360, -1.90280], [-1.01010, -0.17250, -1.99200], [-2.22540, -1.63840, -0.44680], [-0.99330, -2.69040, -2.31510], [-0.57050, -3.65190, -1.00780], [0.67750, -4.34730, -1.71770], [0.04190, -2.32880, 1.04320], [0.42690, -2.52210, -0.25460], [-3.62560, -2.12000, -2.92450], [0.46650, -4.91240, -2.46040]], "lowdin_spin": [1.0002, 0.0001, -0.0001, -0.0001, 0.0009, 0.0004, 0.0065, 0.0002, 0.0002, 0.0022, 0.0004, 0.0001, 0.0018, 0.0000, 0.0000, 0.0000, -0.0001, -0.0001, 0.0001, 0.0002, 0.0000, 0.0000, 0.0001, 0.0001, 0.0001, 0.0002, -0.0001, 0.0000, 0.0000, 0.0002, 0.0022, -0.0023, 0.0032, -0.0002, 0.0005, 0.0002, -0.0028, -0.0144, 0.0000, 0.0000], "multiplicity": 2, "homo_ev": [-13.19, -13.03], "charge": 1, "gap_ev": [8.52, 8.99], "lumo_energy_ha": [-0.1717, -0.1486]}



5.
{"formula": "C4H14N3O", "method": "ωB97M-V/def2-TZVPD", "symbols": ["C", "C", "C", "C", "N", "N", "N", "H", "H", "H", "H", "H", "H", "H", "H", "H", "H", "H", "H", "H", "H", "O"], "coordinates": [[-0.05128, -0.33751, -2.14374], [0.05422, 0.93552, -1.36192], [-0.39268, 0.93710, 0.16968], [0.67827, 1.22099, 0.96423], [0.62550, 1.08574, 2.39186], [-1.71847, 0.63203, 0.47612], [-0.29792, -1.53229, -1.18194], [0.90848, -0.57198, -2.73136], [-0.89478, -0.29621, -2.80418], [1.11030, 1.21586, -1.39913], [-0.49837, 1.69852, -1.93643], [1.57778, 1.37389, 0.48016], [1.57094, 1.29078, 2.79024], [-0.17816, 1.28098, 2.94268], [-2.29558, 0.70310, -0.32304], [-2.03268, 1.16227, 1.28231], [-0.51004, -2.31482, -1.69687], [0.62931, -1.69828, -0.61515], [-1.09486, -1.33343, -0.51737], [0.75748, -2.56906, 1.88615], [0.97621, -1.02960, 1.96444], [1.07631, -1.85360, 1.36327]], "nbo_charge": [-0.2141, -0.4656, 0.0904, -0.0741, -0.8780, -0.8487, -0.7077, 0.2396, 0.2188, 0.2356, 0.2321, 0.2097, 0.4077, 0.4012, 0.3835, 0.4019, 0.4188, 0.4926, 0.4565, 0.4848, 0.5114, -0.9963], "homo_ev": -11.31, "charge": 1, "gap_ev": 8.25, "lumo_energy_ha": -0.1122, "de_lowest_ev": 2.2740}



6.
{"formula": "C5H10O2", "method": "ωB97M-V/def2-TZVPD", "symbols": ["C", "C", "C", "O", "H", "H", "H", "H", "H", "H", "C", "C", "O", "H", "H", "H", "H"], "coordinates": [[-2.45990, -0.78511, -0.07037], [-1.39932, 0.27221, -0.01395], [-0.71161, 0.57403, 1.08032], [-1.23155, 0.89930, -1.20995], [-0.41954, 1.42046, -1.19845], [-2.43223, -1.40832, 0.81748], [-3.43219, -0.31782, -0.15389], [-2.32096, -1.40021, -0.96850], [0.01333, 1.36844, 1.10274], [-0.89488, 0.06403, 2.00494], [1.85317, -0.22403, -0.65740], [2.54326, -0.64197, 0.38816], [1.68766, 1.07586, -1.02447], [2.18008, 1.63887, -0.41253], [1.35648, -0.88704, -1.34848], [2.63369, -1.68930, 0.60261], [3.03446, 0.04062, 1.06173]], "nbo_charge": [-0.6579, 0.3401, -0.5467, -0.6975, 0.4967, 0.2201, 0.2237, 0.2211, 0.1876, 0.2055, 0.1620, -0.5305, -0.7014, 0.4801, 0.1892, 0.2168, 0.1913], "homo_ev": -8.52, "smiles": "C=C(C)O.C=CO", "gap_ev": 9.31, "lumo_energy_ha": 0.0292, "de_lowest_ev": 2.3185}